[1]
A molecular structure, C41H43AuFN10Sb in a non-equilibrium geometry, computed with ωB97M-V with the def2-TZVPD basis set.

XYZ file:
```
97
Properties=species:S:1:pos:R:3:lowdin_charge:R:1
Au -0.15969 -0.78303 -0.85170 1.043
N -3.36473 0.69856 -1.29162 0.151
C -2.40409 1.36422 -0.61668 -0.418
N -2.60449 2.51348 0.03644 0.077
N -1.44030 2.83894 0.53724 -0.047
N -0.55448 1.97160 0.20414 -0.221
N -1.11336 1.00280 -0.52773 -0.114
C -3.10391 -0.36092 -2.11505 -0.466
N -3.96864 -0.88372 -2.96888 0.028
N -3.30232 -1.87217 -3.55297 -0.095
N -2.11671 -1.96851 -3.10811 -0.080
N -1.93193 -1.02228 -2.18772 -0.082
H -4.26734 1.14070 -1.38110 0.153
C 0.61660 -2.55784 -4.68782 -0.072
C 0.83278 -3.19542 -3.31537 -0.392
C 0.69413 -4.71887 -3.38586 -0.040
C 2.18316 -2.81887 -2.75098 -0.144
C 3.32321 -2.96969 -3.52514 -0.027
C 4.56889 -2.62873 -3.03340 -0.065
C 4.67419 -2.08565 -1.77112 -0.048
C 3.56147 -1.91888 -0.95470 -0.155
C 3.82814 -1.21251 0.35997 -0.353
C 3.72160 0.28365 0.05537 -0.076
C 2.96286 -1.58686 1.55807 -0.068
C 2.30991 -2.31475 -1.44566 -0.218
N 1.15481 -2.29053 -0.63017 -0.087
C 0.86693 -3.46070 -0.01363 -0.245
C 1.76779 -4.55059 0.00410 -0.020
C 1.50719 -5.70456 0.70486 -0.077
C 0.33940 -5.83545 1.44330 -0.071
C -0.57503 -4.79090 1.44712 -0.007
C -0.31853 -3.64902 0.72284 -0.192
F -1.24637 -2.64928 0.75676 0.001
H -0.41773 -2.69335 -4.99048 0.064
H 1.26430 -2.99857 -5.44085 0.068
H 0.82118 -1.49102 -4.63336 0.083
H 0.03895 -2.81630 -2.66725 0.065
H 1.42352 -5.13932 -4.07634 0.079
H -0.30457 -4.98457 -3.72507 0.085
H 0.85425 -5.16526 -2.40423 0.063
H 3.24283 -3.37543 -4.52055 0.111
H 5.45407 -2.76987 -3.63500 0.103
H 5.63886 -1.78082 -1.38921 0.114
H 4.86827 -1.42801 0.63832 0.134
H 2.69305 0.51744 -0.22824 0.032
H 4.37243 0.54149 -0.77865 0.091
H 4.00753 0.87943 0.92158 0.054
H 1.92481 -1.29307 1.40233 0.035
H 3.33683 -1.08534 2.45308 0.075
H 3.00087 -2.65996 1.72793 0.080
H 2.69719 -4.44911 -0.53388 0.123
H 2.23822 -6.49975 0.68098 0.108
H 0.14977 -6.72807 2.01929 0.105
H -1.49024 -4.85485 2.01461 0.120
C 4.40018 2.46792 3.31988 -0.058
C 3.49132 1.91641 4.37493 -0.306
C 3.99978 1.68613 5.65276 -0.044
C 3.23659 1.08343 6.63269 -0.070
C 1.93680 0.70511 6.35064 -0.074
C 1.41001 0.95413 5.09825 -0.119
C 2.16577 1.58285 4.11993 -0.274
Sb 1.09651 1.91751 2.19245 1.748
C 1.72866 3.96209 1.73974 -0.301
C 1.97423 4.79267 2.81753 -0.150
C 2.47464 6.06809 2.62432 -0.073
C 2.75979 6.50149 1.34187 -0.066
C 2.55322 5.65040 0.27251 -0.036
C 2.03476 4.37225 0.44791 -0.299
C 1.84607 3.49430 -0.74268 -0.059
C -0.84976 1.62668 3.09754 -0.358
C -1.38456 0.37551 2.83473 -0.157
C -2.57532 -0.01555 3.41851 -0.072
C -3.22056 0.84547 4.28705 -0.068
C -2.70233 2.10586 4.51948 -0.035
C -1.51162 2.51951 3.93126 -0.303
C -0.96129 3.88295 4.20558 -0.045
H 4.94822 3.33474 3.68134 0.091
H 3.84528 2.76375 2.43267 0.033
H 5.12639 1.70407 3.03875 0.089
H 5.01817 1.97435 5.87058 0.116
H 3.65876 0.89869 7.60886 0.107
H 1.33603 0.20922 7.09689 0.107
H 0.39378 0.65445 4.88352 0.087
H 1.80240 4.43314 3.82256 0.086
H 2.64430 6.71038 3.47592 0.107
H 3.14024 7.49845 1.17771 0.107
H 2.81119 5.96671 -0.72711 0.113
H 2.26206 3.94986 -1.63549 0.085
H 0.78698 3.32431 -0.90023 0.058
H 2.32158 2.52824 -0.59244 0.043
H -0.88125 -0.30831 2.16029 0.066
H -2.98846 -0.98715 3.19580 0.107
H -4.12636 0.53559 4.78547 0.106
H -3.22481 2.77204 5.19137 0.112
H -1.64916 4.47053 4.80910 0.084
H -0.78432 4.40621 3.26566 0.077
H -0.01899 3.80649 4.75175 0.070
```

Its orbital gap (alpha / beta) is 8.17 / 4.71 eV. The HOMO energy (alpha / beta) comes out at -7.89 / -7.87 eV. Its spin multiplicity is 3.

[2]
A molecular structure, C48H52Cl2N7O4PdS2Si, computed with ωB97M-V with the def2-TZVPD basis set.

XYZ file:
```
117
Properties=species:S:1:pos:R:3:lowdin_charge:R:1
Pd 0.57112 -1.26535 -0.39288 0.645
C 3.13593 0.56802 -3.65082 -0.082
C 2.04941 0.10968 -2.92016 -0.101
N 2.20993 -0.36096 -1.69303 0.012
C 3.43031 -0.36732 -1.16059 -0.212
C 4.49763 0.14357 -1.88974 -0.051
N 4.35643 0.59576 -3.13018 0.109
C 3.56778 -0.90599 0.21658 -0.223
C 4.77697 -1.36541 0.70470 0.052
C 4.86814 -1.82841 2.01089 -0.108
C 3.70833 -1.76890 2.76968 0.058
C 2.51674 -1.31965 2.21545 -0.175
N 2.44822 -0.91581 0.93849 0.104
C 1.28463 -1.21938 3.05346 -0.222
C 1.13570 -1.89217 4.25977 -0.076
N 0.05179 -1.74626 5.01786 0.097
C -0.89937 -0.94647 4.55643 -0.103
C -0.77477 -0.30980 3.32486 -0.089
N 0.31562 -0.43999 2.59574 0.119
C 6.15277 -2.33402 2.57533 -0.153
C 7.33631 -2.29871 1.84576 -0.010
C 8.51252 -2.74565 2.42683 -0.123
N 8.58765 -3.22121 3.66817 0.074
C 7.45279 -3.27586 4.36192 -0.123
C 6.22991 -2.85379 3.86426 -0.009
H 3.02317 0.91922 -4.66964 0.118
H 1.04271 0.11158 -3.31692 0.097
H 5.48855 0.20682 -1.45171 0.122
H 5.63399 -1.37933 0.04763 0.106
H 3.71963 -2.03899 3.81483 0.101
H 1.88600 -2.58408 4.62704 0.115
H -1.77928 -0.81854 5.17842 0.112
H -1.55492 0.31583 2.91082 0.097
H 7.37658 -1.92850 0.83067 0.103
H 9.44284 -2.71535 1.86998 0.112
H 7.52395 -3.67413 5.36855 0.113
H 5.35628 -2.94637 4.49481 0.104
Cl -1.28763 -4.53653 2.70351 0.735
C 0.09949 -4.95666 1.77971 -0.606
C 0.79029 -6.11158 2.05119 -0.100
C 1.89885 -6.46108 1.28202 -0.047
C 2.31286 -5.65176 0.22165 -0.099
C 1.63548 -4.49153 -0.04653 -0.568
Cl 2.09057 -3.50183 -1.39179 0.773
C 0.50983 -4.05531 0.73973 -0.443
N -0.09616 -2.90311 0.54120 0.066
H 0.46122 -6.74655 2.86391 0.114
H 2.42868 -7.38101 1.49096 0.116
H 3.15489 -5.93185 -0.39926 0.113
C -4.06133 4.19181 1.19760 -0.027
C -3.20622 3.30552 2.09745 -0.615
C -2.32338 4.15856 2.99900 -0.021
C -4.09460 2.39149 2.92502 -0.022
O -2.35163 2.44080 1.28774 -0.148
Si -1.52835 2.78328 -0.06904 -0.083
S -0.51189 0.97456 -0.65912 0.605
O -2.59545 3.12453 -1.23995 -0.157
C -2.52648 3.84376 -2.49161 -0.627
C -3.75786 3.42108 -3.27262 -0.023
C -1.25651 3.47600 -3.25052 -0.031
C -2.56227 5.33869 -2.19448 -0.019
O -0.44752 3.98246 0.02517 -0.132
C 0.91279 4.12276 0.48831 -0.633
C 1.85475 3.71386 -0.63868 -0.027
C 1.09316 5.59484 0.81843 -0.018
C 1.14307 3.25172 1.71789 -0.025
H -4.76998 4.75815 1.80475 0.098
H -4.61148 3.58578 0.47580 0.092
H -3.43556 4.89946 0.64585 0.079
H -2.93945 4.80849 3.62431 0.098
H -1.66533 4.78680 2.39339 0.073
H -1.71533 3.52298 3.64702 0.088
H -4.75403 2.98286 3.56303 0.096
H -3.48908 1.74837 3.56137 0.074
H -4.70766 1.76709 2.26962 0.083
H -3.72211 2.34739 -3.47822 0.079
H -3.81088 3.95811 -4.22215 0.095
H -4.65984 3.63590 -2.69577 0.091
H -1.21229 2.39734 -3.41223 0.069
H -0.37363 3.77969 -2.68063 0.069
H -1.23925 3.98055 -4.21882 0.097
H -3.49993 5.60117 -1.69868 0.087
H -2.48410 5.91321 -3.12005 0.095
H -1.73132 5.60757 -1.53905 0.080
H 1.68305 4.33681 -1.51980 0.090
H 1.68814 2.66707 -0.90851 0.047
H 2.89399 3.83757 -0.32381 0.096
H 0.90729 6.20340 -0.06906 0.092
H 2.11078 5.78260 1.16685 0.095
H 0.39276 5.89876 1.59970 0.085
H 0.99262 2.19299 1.47492 0.050
H 0.45174 3.52678 2.51588 0.078
H 2.16369 3.38350 2.08347 0.097
O -0.51743 -1.81831 -2.49108 -0.625
S -1.84257 -1.14375 -2.81381 0.970
C -2.54049 -2.15905 -4.11752 -0.374
C -3.75827 -1.78617 -4.67256 -0.077
C -4.27042 -2.52339 -5.72838 -0.067
C -3.56002 -3.61206 -6.22450 -0.069
C -2.34146 -3.96730 -5.66208 -0.063
C -1.81859 -3.23392 -4.60283 -0.069
C -2.99151 -1.55720 -1.51055 -0.402
C -3.86164 -0.57184 -1.06804 -0.083
C -4.76171 -0.88092 -0.05500 -0.061
C -4.76716 -2.15319 0.50073 -0.059
C -3.87183 -3.12286 0.05629 -0.064
C -2.97636 -2.82799 -0.95831 -0.078
H -4.30778 -0.93811 -4.27553 0.112
H -5.21974 -2.24512 -6.17003 0.111
H -3.95797 -4.18192 -7.05567 0.110
H -1.78957 -4.81386 -6.05304 0.110
H -0.86650 -3.48966 -4.15428 0.105
H -3.82329 0.42722 -1.49579 0.102
H -5.45314 -0.12670 0.30148 0.107
H -5.47742 -2.39557 1.28240 0.111
H -3.87436 -4.11029 0.50153 0.104
H -2.27418 -3.56943 -1.32274 0.116
```

Its orbital gap (alpha / beta) is 7.43 / 5.67 eV. The HOMO energy (alpha / beta) comes out at -10.53 / -10.44 eV. As for the net charge: +1. Its spin multiplicity is 5.

Total energy (computed, eV): -71058.57186 -127310.48743
Relative energy (zero: lowest compared OMol25 entry of this formula, charge and spin) (computed, kcal/mol): 23.53 2.72